# 1
This record from the Open Molecules 2025 dataset describes a molecular structure, C6H14BeN3. The level of theory is ωB97M-V/def2-TZVPD.

Calculated values
**Gap between HOMO and LUMO**: 2.93 eV
**Energy relative to the best compared isomer or geometry (same formula, charge and spin)**: 21.67 kJ/mol
**LUMO level**: 0.1141 Ha
**HOMO**: 0.006 hartree
**Net charge**: -1

Atoms and positions in Å:
N -1.068 -2.526 1.231
N -0.187 0.089 0.342
N 1.752 -0.833 1.235
C -0.934 1.184 -0.015
C 0.616 2.645 1.128
C 1.439 1.556 1.382
C -0.504 -0.021 -3.066
C 1.023 0.305 0.940
C -0.572 2.450 0.394
Be -0.512 -1.479 -0.029
H -1.342 -3.449 0.876
H 2.377 1.605 1.957
H 0.897 3.638 1.492
H -1.035 -0.813 -2.512
H -1.193 0.807 -3.286
H 1.623 -1.669 0.660
H 2.659 -0.702 1.665
H -0.147 -0.448 -4.011
H -1.223 3.291 0.151
H 0.350 0.320 -2.470
H -1.857 -2.103 1.728
H -0.065 -2.189 -1.062
H -1.818 0.983 -0.614
H -0.280 -2.643 1.884

---

# 2
This record from the Open Molecules 2025 dataset describes a molecular structure, C4H7NO2. The level of theory is ωB97M-V/def2-TZVPD.

Calculated values
**Gap between HOMO and LUMO**: 9.04 eV
**Energy relative to the best compared isomer or geometry (same formula, charge and spin)**: 397.35 kJ/mol
**LUMO level**: -0.0096 Ha
**HOMO**: -0.342 hartree

Atoms and positions in Å:
O -0.844 1.781 1.112
O 1.531 1.613 0.046
N -0.416 -1.304 -0.737
C 1.000 0.522 0.206
C -0.451 0.492 0.782
C 1.430 -0.809 -0.244
C -1.220 -0.168 -0.346
H -0.407 -0.181 1.650
H -2.012 -0.944 -0.147
H -0.099 2.327 0.793
H -0.770 -1.519 -1.687
H -1.510 0.606 -1.095
H 2.375 -0.815 -0.824
H 1.394 -1.602 0.491

---

# 3
This record from the Open Molecules 2025 dataset describes a molecular structure, C15H23CsN7O3Se2. The level of theory is ωB97M-V/def2-TZVPD.

Calculated values
**Gap between HOMO and LUMO**: 5.71 eV
**Energy relative to the best compared isomer or geometry (same formula, charge and spin)**: 0.00 kJ/mol
**LUMO level**: 0.0717 Ha
**HOMO**: -0.138 hartree
**Net charge**: -1

Atoms and positions in Å:
Cs -2.126 0.118 -0.256
Se -0.845 -3.457 2.722
Se -0.419 -2.114 -2.414
O 0.039 -5.935 0.608
O -3.114 -2.507 0.667
O -2.799 2.495 1.116
N 1.809 0.254 -2.753
N -0.984 3.257 -0.087
N 1.950 1.720 0.639
N 0.000 4.506 1.529
N 2.239 2.373 -2.300
N 1.023 4.401 -0.573
N 1.145 -0.257 0.045
C -1.173 3.960 2.168
C 1.511 1.039 1.749
C 1.053 5.242 2.182
C 2.316 2.172 -3.654
C 2.042 0.869 -3.950
C -0.451 -3.179 0.801
C 1.008 -0.185 1.406
C -1.277 -3.990 -0.198
C -2.769 -3.558 -0.231
C -1.246 -5.476 0.227
C -0.645 -3.900 -1.597
C 1.926 1.197 -1.788
C -1.777 3.155 1.015
C 0.040 4.041 0.260
C 1.699 0.913 -0.372
H 1.309 6.141 1.617
H 2.557 2.975 -4.330
H -0.927 3.285 2.992
H -2.757 -2.774 1.545
H -1.257 -4.474 -2.297
H -3.031 -3.208 -1.232
H 0.604 -0.995 2.001
H 0.334 -4.377 -1.559
H -3.395 -4.433 -0.012
H 1.983 0.333 -4.881
H 0.783 -0.997 -0.584
H 0.705 5.551 3.165
H -1.861 4.731 2.522
H 1.430 -0.701 -2.638
H 0.198 -5.524 1.474
H 1.952 4.631 2.311
H -1.944 -5.609 1.059
H 1.601 1.457 2.740
H -0.582 -2.118 0.619
H 0.602 -3.403 0.622
H 1.884 4.681 -0.129
H 1.213 3.770 -1.357
H -1.576 -6.101 -0.609

---

# 4
This record from the Open Molecules 2025 dataset describes 2 unconnected molecules or ions with the total composition CH3Cl2OPS. The level of theory is ωB97M-V/def2-TZVPD.

Calculated values
**Gap between HOMO and LUMO (alpha / beta)**: 8.68 / 4.62 eV
**Energy relative to the best compared isomer or geometry (same formula, charge and spin)**: 478.33 kJ/mol
**LUMO level (alpha / beta)**: -0.0402 / -0.0988 Ha
**HOMO (alpha / beta)**: -0.359 / -0.268 hartree

Atoms and positions in Å:
Cl -0.542 0.070 2.295
Cl 1.957 -2.569 0.310
S -2.040 1.299 3.105
P 1.613 -0.658 0.314
O 0.441 -0.671 -0.803
C -0.293 0.443 -1.248
H 0.333 0.757 -2.230
H -1.351 0.203 -1.363
H -0.118 1.125 -0.380

---

# 5
This record from the Open Molecules 2025 dataset describes 3 unconnected molecules or ions with the total composition C12H30BN2O4S4. The level of theory is ωB97M-V/def2-TZVPD.

Calculated values
**Gap between HOMO and LUMO**: 4.53 eV
**LUMO level**: 0.0898 Ha
**HOMO**: -0.077 hartree
**Net charge**: -1

Atoms and positions in Å:
S -2.231 -5.389 3.471
S 0.545 3.977 -0.246
S 4.732 -5.421 -0.709
S -0.936 2.150 -2.123
O 6.111 -5.791 -0.261
O -2.119 -4.321 2.427
O 0.680 -2.742 -0.387
O -1.487 -3.114 0.891
N -0.042 -1.068 1.407
N -1.526 4.789 -2.172
C 4.882 -3.990 -1.799
C -2.320 5.066 -4.561
C -1.053 5.165 -3.536
C -1.724 5.962 -1.278
C -0.717 3.730 -1.557
C 1.402 2.366 0.145
C 3.940 -4.535 0.647
C -2.720 7.074 -1.918
C 0.095 0.091 0.487
C -3.083 -4.672 4.896
C -0.618 -5.528 4.273
C 0.589 1.441 1.205
B -0.297 -2.314 0.626
H -0.690 -6.212 5.121
H 1.695 1.768 -0.777
H -0.766 6.473 -0.931
H -2.468 6.139 -4.957
H 3.887 -3.618 -2.050
H 1.250 1.183 2.111
H -2.143 7.774 -2.607
H -4.114 -4.462 4.610
H -2.272 5.592 -0.334
H -2.593 -3.744 5.194
H -0.300 4.389 -3.929
H -0.955 0.303 0.054
H -3.220 7.636 -1.062
H 2.975 -4.144 0.315
H 5.463 -3.208 -1.309
H 5.391 -4.304 -2.711
H -2.102 -2.499 1.333
H -3.523 6.528 -2.521
H 0.866 -0.182 -0.313
H -0.283 -4.545 4.609
H -3.076 -5.384 5.724
H -2.138 4.336 -5.412
H 0.094 -5.924 3.548
H -0.310 2.007 1.634
H 0.270 -3.514 -0.837
H -0.532 6.175 -3.599
H 2.393 2.629 0.675
H 3.781 -5.233 1.470
H -3.267 4.829 -3.958
H 4.580 -3.718 0.984

---

# 6
This record from the Open Molecules 2025 dataset describes 2 unconnected molecules or ions with the total composition C3H7NOS. The level of theory is ωB97M-V/def2-TZVPD.

Calculated values
**Gap between HOMO and LUMO (alpha / beta)**: 7.24 / 8.12 eV
**Energy relative to the best compared isomer or geometry (same formula, charge and spin)**: 0.00 kJ/mol
**LUMO level (alpha / beta)**: 0.0309 / -0.0754 Ha
**HOMO (alpha / beta)**: -0.235 / -0.374 hartree
**Multiplicity**: 3

Atoms and positions in Å:
S -2.515 0.608 -1.227
O 2.929 0.738 0.742
N 1.107 0.816 -0.687
C 2.235 1.191 -0.302
C -1.698 -1.088 0.861
C -1.956 -0.744 -0.602
H -0.540 -1.130 0.889
H -1.366 -1.484 -1.199
H 0.816 1.385 -1.437
H 2.844 1.973 -0.838
H -2.110 -2.015 1.200
H 2.300 0.081 1.055
H -2.046 -0.331 1.544

---

# 7
This record from the Open Molecules 2025 dataset describes a molecular structure, C12H33AlClIN2P2S. The level of theory is ωB97M-V/def2-TZVPD.

Calculated values
**Gap between HOMO and LUMO**: 4.04 eV
**Energy relative to the best compared isomer or geometry (same formula, charge and spin)**: 46.93 kJ/mol
**LUMO level**: -0.3187 Ha
**HOMO**: -0.467 hartree
**Net charge**: +2

Atoms and positions in Å:
I 0.596 -0.406 0.618
Cl 0.181 -0.170 -6.256
S -2.849 -0.762 2.180
P 0.550 2.273 -2.848
P 0.428 -2.358 -2.892
Al 0.264 -0.037 -4.199
N -1.308 0.981 3.716
N -0.500 -1.184 3.457
C -0.018 3.058 -1.260
C -1.560 1.045 5.151
C 2.235 3.021 -2.920
C 1.710 -1.764 4.381
C -1.489 -0.303 3.145
C 0.942 -0.714 3.578
C -0.575 -3.385 -4.068
C -0.177 -3.274 -1.370
C -1.511 2.496 5.641
C -1.081 -0.161 -1.140
C 2.072 -3.176 -3.031
C -0.431 3.412 -3.933
H -1.828 1.650 3.160
H -0.432 -2.992 -5.079
H -0.773 0.468 5.625
H -2.535 0.624 5.371
H 1.098 -2.217 5.211
H -0.661 -2.019 2.910
H -1.656 -0.061 -2.119
H -2.262 3.134 5.123
H -0.793 2.464 -0.769
H -0.503 2.945 5.521
H 2.578 -3.104 -2.054
H -1.648 -3.305 -3.837
H 2.119 -2.562 3.745
H 2.048 -4.233 -3.353
H -1.498 3.374 -3.658
H 2.578 -1.233 4.809
H -1.340 0.704 -0.615
H 1.370 -0.569 2.524
H -1.747 2.504 6.723
H -0.348 3.071 -4.970
H 2.268 4.100 -3.146
H 0.828 0.225 4.124
H 2.724 2.841 -1.950
H 2.792 2.481 -3.699
H -0.648 -4.234 -1.639
H -1.413 -1.083 -0.754
H 0.804 3.151 -0.531
H 2.650 -2.597 -3.766
H 0.621 -3.477 -0.648
H -0.928 -2.728 -0.810
H -0.341 -4.463 -4.078
H -0.456 4.070 -1.420
H -0.146 4.478 -3.901

---

# 8
This record from the Open Molecules 2025 dataset describes C6H6 in the gas phase. The level of theory is ωB97M-V/def2-TZVPD.

Calculated values
**Gap between HOMO and LUMO**: 10.59 eV
**Energy relative to the best compared isomer or geometry (same formula, charge and spin)**: 11.43 kJ/mol
**LUMO level**: 0.0436 Ha
**HOMO**: -0.346 hartree
**SMILES string**: c1ccccc1

Atoms and positions in Å:
C -0.310 1.298 0.416
C 0.296 -1.300 -0.452
C 0.412 -0.976 0.902
C -0.101 -0.344 -1.342
C -0.359 0.969 -0.927
C 0.125 0.305 1.318
H -0.150 -0.524 -2.408
H 0.083 0.500 2.384
H -0.576 2.267 0.814
H -0.639 1.751 -1.623
H 0.502 -2.310 -0.782
H 0.717 -1.635 1.701

---

# 9
This record from the Open Molecules 2025 dataset describes a molecular structure, C23H45Cl2N5O4PZn. The level of theory is ωB97M-V/def2-TZVPD.

Calculated values
**Gap between HOMO and LUMO**: 6.41 eV
**Energy relative to the best compared isomer or geometry (same formula, charge and spin)**: 235.00 kJ/mol
**LUMO level**: 0.0927 Ha
**HOMO**: -0.143 hartree
**Net charge**: -1

Atoms and positions in Å:
Zn -1.188 0.821 0.159
Cl -3.128 1.574 0.812
Cl 0.682 2.051 0.183
P -0.043 -0.213 3.076
O 0.401 -0.121 -2.458
O -0.416 -0.466 1.646
O -1.504 -2.269 -0.077
O 2.226 -1.183 -0.503
N 0.963 1.035 3.503
N -0.103 -3.941 -0.792
N 3.186 0.634 -1.517
N -1.394 0.118 3.986
N 0.852 -1.553 3.532
C 2.518 -0.531 -1.546
C -2.678 -0.439 3.570
C -0.630 0.391 -3.084
C -4.288 1.834 -2.148
C 3.265 1.505 -2.670
C 0.446 2.400 3.642
C -0.331 3.024 -5.793
C -2.799 1.698 -2.237
C 1.102 -4.311 -1.533
C -0.310 1.734 -3.759
C 0.555 -2.834 2.886
C -2.750 -0.783 -2.161
C 0.503 4.001 -3.759
C 3.898 1.090 -0.338
C -1.259 0.157 5.437
C -2.052 0.551 -2.138
C 1.436 -1.676 4.887
C -0.402 -2.643 -0.506
C 0.173 2.828 -3.063
C -0.537 1.816 -5.130
C 0.237 4.107 -5.124
C 2.343 0.980 3.010
C -1.021 -5.012 -0.455
H -1.158 -0.841 5.885
H 0.503 5.011 -5.684
H -0.473 -2.869 2.465
H 0.678 -3.634 3.629
H -0.566 2.394 4.061
H -2.178 0.614 5.820
H -0.591 3.080 -6.847
H -0.420 0.781 5.755
H -2.795 -1.254 -1.176
H 3.403 1.979 0.067
H 1.276 -3.007 2.064
H -2.240 -1.494 -2.826
H -2.239 2.633 -2.322
H 1.629 -0.673 5.304
H 1.741 -3.431 -1.687
H 2.611 1.122 -3.464
H 0.455 -1.960 -0.660
H 4.915 1.378 -0.631
H -4.813 1.011 -1.644
H -4.729 1.968 -3.147
H -0.531 -5.737 0.209
H -1.917 -4.604 0.043
H 2.945 1.603 3.691
H 2.963 2.523 -2.390
H 2.417 1.377 1.982
H 0.826 -4.750 -2.508
H 0.786 -2.256 5.574
H -1.314 -5.557 -1.360
H 2.686 -0.064 3.042
H 0.949 4.835 -3.224
H 2.403 -2.213 4.804
H 0.436 2.952 2.690
H 4.304 1.548 -3.031
H 0.289 2.775 -1.958
H -4.507 2.754 -1.605
H 1.107 2.923 4.344
H -3.775 -0.622 -2.508
H 1.655 -5.074 -0.965
H -0.851 -0.257 -3.979
H 3.929 0.300 0.417
H -2.720 -1.536 3.636
H -2.920 -0.112 2.552
H -0.970 0.924 -5.624
H -3.443 -0.020 4.229
H 2.293 -0.896 -2.560

---

# 10
This record from the Open Molecules 2025 dataset describes a gas-phase ion, C8H10BrIN3S (charge +1). The level of theory is ωB97M-V/def2-TZVPD.

Calculated values
**Gap between HOMO and LUMO**: 8.37 eV
**Energy relative to the best compared isomer or geometry (same formula, charge and spin)**: 0.00 kJ/mol
**LUMO level**: -0.1372 Ha
**HOMO**: -0.445 hartree
**Net charge**: +1
**SMILES string**: CS[C@H]1c2ncc(I)n2C=C(Br)[N@@H+]1C

Atoms and positions in Å:
I -2.707 -3.369 0.377
Br -0.499 0.730 -3.790
S -0.039 2.355 0.707
N 0.310 -0.856 1.985
N -0.740 -1.087 0.051
N 0.914 0.756 -1.337
C -1.001 1.905 2.074
C -0.501 -1.903 2.106
C 2.036 -0.092 -1.893
C -1.069 -0.737 -1.251
C 0.909 0.825 0.179
C 0.245 -0.407 0.766
C -1.244 -2.018 0.937
C -0.362 0.211 -1.934
H -2.006 -1.104 -1.679
H -1.225 0.871 1.852
H 0.961 1.795 -1.432
H 1.991 0.744 0.393
H 2.932 0.422 -1.548
H 1.982 0.004 -3.013
H -0.397 1.844 2.901
H 1.874 -1.116 -1.557
H -1.880 2.530 2.016
H -0.488 -2.304 3.089

---

# 11
This record from the Open Molecules 2025 dataset describes 9 unconnected molecules or ions with the total composition C5H29N2O9. The level of theory is ωB97M-V/def2-TZVPD.

Calculated values
**Gap between HOMO and LUMO**: 7.98 eV
**Energy relative to the best compared isomer or geometry (same formula, charge and spin)**: 403.69 kJ/mol
**LUMO level**: 0.1101 Ha
**HOMO**: -0.183 hartree
**Net charge**: -1

Atoms and positions in Å:
O 1.369 3.349 1.811
O 0.962 -4.513 0.322
O 1.292 -0.168 -0.264
O 0.065 -1.607 3.170
O 2.000 -1.902 1.402
O -1.572 0.647 2.660
O -1.385 -2.948 0.725
O -2.975 1.336 -3.531
O 2.828 1.695 0.453
N 0.325 2.610 -1.565
N -1.129 0.269 -0.290
C -1.673 1.665 -0.291
C -0.851 2.894 -0.765
C 1.359 -0.794 -1.469
C -1.137 -0.344 -1.690
C -0.033 -1.419 -1.832
H -0.076 0.413 0.031
H 0.727 1.704 -1.273
H 1.658 -0.019 -2.129
H -0.036 2.448 -2.490
H 2.222 -1.601 -1.491
H 0.725 -1.746 2.310
H -1.089 -2.205 0.200
H 2.420 0.842 0.258
H -1.528 3.602 -1.263
H -1.551 -2.615 1.630
H -0.163 -2.041 -0.921
H -2.481 1.577 -1.077
H 1.740 2.563 1.364
H 0.214 -4.666 -0.273
H 2.077 3.982 1.658
H -2.015 1.941 0.694
H 0.763 -3.842 0.876
H -2.061 1.136 -3.980
H -0.577 3.529 0.173
H 0.577 -1.848 3.907
H -0.875 0.017 2.919
H -2.773 1.713 -2.686
H 2.211 2.185 -0.038
H 2.083 -1.067 0.796
H 0.035 -2.135 -2.768
H 2.083 -2.716 0.792
H -2.212 -0.655 -1.765
H -2.244 -0.011 2.397
H -0.896 0.258 -2.560

---

# 12
This record from the Open Molecules 2025 dataset describes a molecular structure, C8H10N10O5Pd. The level of theory is ωB97M-V/def2-TZVPD.

Calculated values
**Gap between HOMO and LUMO**: 8.04 eV
**Energy relative to the best compared isomer or geometry (same formula, charge and spin)**: 118.19 kJ/mol
**LUMO level**: -0.0557 Ha
**HOMO**: -0.351 hartree

Atoms and positions in Å:
Pd -1.549 0.500 0.324
O -2.167 -0.892 -0.995
O -0.242 1.768 1.247
O -1.650 1.929 -1.227
O 1.708 2.615 0.519
O -1.151 -2.881 -1.097
N -2.813 -1.799 3.344
N 2.557 -0.171 2.214
N 0.725 0.191 -1.398
N -1.649 -0.753 1.888
N 0.844 -0.760 0.749
N -2.887 -1.138 2.244
N 0.540 -1.052 2.987
N -1.534 -1.880 3.761
N 3.290 0.072 1.171
N 2.732 0.235 0.030
C -0.852 -1.229 2.857
C 0.463 1.359 -2.224
C 1.250 0.330 -0.093
C 1.312 -0.654 1.990
C -1.008 1.612 -2.479
C 0.874 1.742 0.615
C 0.198 -1.100 -1.837
C -1.152 -1.675 -1.241
H 0.934 -1.890 -1.685
H 3.357 0.484 -0.726
H -2.592 2.068 -1.386
H 0.042 -1.035 -2.915
H 0.909 2.237 -1.757
H 0.929 -1.150 3.914
H 0.252 -1.531 0.467
H 0.943 1.233 -3.200
H -1.497 0.742 -2.919
H -1.115 2.471 -3.143

---

no.,largest force on an atom (eV/Å),electronic energy (a.u.)
1,1.38,-415.99369
2,3.22,-361.72952
3,0.46,-6017.57155
4,3.24,-1774.98107
5,4.72,-2503.20424
6,4.54,-646.55656
7,3.12,-2667.08583
8,1.55,-232.22197
9,3.37,-4519.33875
10,3.28,-3744.67608
11,5.31,-994.52420
12,0.47,-1362.39810